(1)
{"formula": "C5H5BrNO2S2", "method": "wB97M-V/def2-TZVPD", "species": ["C", "C", "C", "C", "C", "N", "O", "O", "S", "S", "Br", "H", "H", "H", "H", "H"], "coordinates": [[2.383, 0.512, 0.868], [2.642, 0.512, -0.485], [1.026, 0.332, 1.099], [0.234, 0.128, 0.041], [-1.741, 0.405, -1.230], [-1.135, 0.129, 0.059], [-0.891, -2.455, 0.418], [-3.092, -1.570, 0.823], [1.296, 0.050, -1.412], [-1.654, -1.454, 1.129], [0.275, 0.487, 2.831], [3.176, 0.796, 1.681], [3.498, 0.567, -1.000], [-1.276, 0.010, -2.151], [-2.697, -0.037, -1.391], [-2.043, 1.588, -1.278]], "total_energy_ha": -3769.15869, "charge": -1, "largest_force_ev_per_a": 3.575, "e_homo_ev": -3.7}



(2)
{"formula": "C20H30F8NO6", "method": "wB97M-V/def2-TZVPD", "species": ["C", "C", "C", "O", "C", "C", "C", "O", "C", "O", "C", "C", "C", "N", "C", "C", "C", "O", "C", "O", "C", "H", "H", "H", "H", "H", "H", "H", "H", "H", "H", "H", "H", "H", "H", "H", "H", "H", "H", "H", "H", "H", "H", "H", "H", "H", "H", "C", "C", "C", "F", "F", "F", "F", "O", "C", "C", "F", "F", "F", "F", "H", "H", "H", "H"], "coordinates": [[-6.169, 1.274, -0.497], [-5.519, 0.452, -1.746], [-3.990, 0.972, -1.866], [-3.038, -0.101, -2.113], [-1.843, 0.035, -1.327], [-0.899, 1.312, -1.508], [-1.092, 2.458, -0.414], [-0.287, 2.282, 0.781], [0.936, 3.004, 0.730], [1.987, 2.311, 0.683], [1.092, 4.584, 0.755], [0.494, 5.293, 2.062], [-0.951, -1.211, -1.855], [-0.346, -1.896, -0.883], [-0.690, -1.201, 0.403], [-0.837, -2.048, 1.752], [-0.893, -0.998, 2.981], [-1.812, -1.509, 4.002], [-2.909, -0.587, 4.061], [-3.907, -0.775, 3.351], [-2.125, -0.557, 0.135], [-7.262, 1.525, -0.670], [-5.632, 2.281, -0.333], [-5.976, 0.663, 0.452], [-6.128, 0.761, -2.660], [-5.590, -0.668, -1.575], [-3.741, 1.433, -0.855], [-3.854, 1.747, -2.693], [0.198, 0.998, -1.489], [-1.115, 1.783, -2.530], [-0.740, 3.439, -0.909], [-2.163, 2.644, -0.085], [2.178, 4.880, 0.544], [0.491, 5.001, -0.139], [0.367, 6.426, 1.914], [-0.536, 4.876, 2.334], [1.233, 5.103, 2.919], [-0.830, -1.501, -2.960], [0.250, -2.736, -0.972], [0.131, -0.396, 0.463], [-1.791, -2.666, 1.692], [0.059, -2.744, 1.882], [0.159, -0.809, 3.411], [-1.292, 0.024, 2.672], [-2.841, 0.309, 4.773], [-2.764, -1.483, -0.119], [-2.622, 0.079, 0.931], [3.746, -3.124, -1.859], [5.205, -2.926, -2.324], [6.283, -3.561, -1.443], [6.291, -3.060, -0.194], [7.512, -3.318, -1.960], [5.435, -1.604, -2.497], [5.303, -3.489, -3.563], [3.140, -2.040, -1.135], [3.357, -1.982, 0.260], [4.127, -0.728, 0.689], [5.339, -0.663, 0.103], [4.337, -0.731, 2.027], [3.936, -3.122, 0.672], [2.123, -1.966, 0.827], [3.149, -3.195, -2.773], [3.595, -4.083, -1.357], [6.156, -4.646, -1.384], [3.573, 0.177, 0.425]], "total_energy_ha": -2084.80192, "charge": 1, "largest_force_ev_per_a": 4.456, "e_homo_ev": -13.3}



(3)
{"formula": "CHF4NO5S2Sr", "method": "wB97M-V/def2-TZVPD", "species": ["N", "S", "O", "O", "S", "O", "O", "C", "F", "F", "F", "F", "Sr", "O", "H"], "coordinates": [[-0.781, 0.747, -1.115], [0.417, -0.032, -2.140], [-0.409, -0.492, -3.279], [1.403, 1.026, -2.468], [-0.816, 0.916, 0.379], [-2.009, -0.142, 1.063], [-1.446, 2.111, 0.931], [0.898, 1.014, 1.193], [1.733, 0.130, 0.650], [1.395, 2.213, 1.009], [0.739, 0.788, 2.477], [-2.414, -1.040, 0.061], [1.549, -2.256, -0.778], [0.320, -2.329, 0.985], [-0.580, -2.654, 1.034]], "total_energy_ha": -1695.99673, "largest_force_ev_per_a": 4.359, "e_homo_ev": -8.9}



(4)
{"formula": "C26H59N4O4SiTa", "method": "wB97M-V/def2-TZVPD", "species": ["Ta", "N", "N", "N", "N", "H", "C", "H", "H", "H", "C", "H", "H", "C", "H", "H", "H", "H", "C", "H", "H", "C", "H", "C", "H", "H", "H", "C", "H", "H", "H", "H", "C", "H", "H", "C", "H", "C", "H", "H", "H", "H", "C", "C", "H", "H", "C", "H", "C", "H", "H", "C", "C", "C", "C", "O", "Si", "O", "O", "C", "C", "C", "C", "O", "C", "C", "C", "C", "H", "H", "H", "H", "H", "H", "H", "H", "H", "H", "H", "H", "H", "H", "H", "H", "H", "H", "H", "H", "H", "H", "H", "H", "H", "H", "H"], "coordinates": [[0.000, 0.000, 0.000], [-1.319, 1.522, 0.245], [1.664, 1.050, 0.603], [-1.121, -1.128, -1.324], [0.902, -0.392, -1.790], [-0.143, 3.084, -0.568], [-0.867, 2.911, 0.245], [-0.384, 3.176, 1.210], [-1.716, 3.612, 0.094], [-3.270, 2.262, -0.191], [-2.770, 1.429, 0.351], [-3.093, 1.488, 1.413], [-3.122, 0.480, -0.077], [2.247, 2.081, -0.250], [3.299, 1.848, -0.527], [1.665, 2.182, -1.182], [2.254, 3.066, 0.266], [3.531, 0.271, 1.298], [2.572, 0.686, 1.682], [2.830, 1.574, 2.300], [2.106, -0.072, 2.332], [-2.411, -1.791, -1.442], [-3.138, -1.093, -1.918], [-2.936, -2.131, -0.040], [-2.552, -1.417, 0.707], [-4.039, -2.106, -0.016], [-2.602, -3.142, 0.258], [-2.348, -3.059, -2.316], [-3.178, -3.744, -2.063], [-2.427, -2.822, -3.391], [-1.395, -3.592, -2.152], [3.489, -0.986, -3.994], [2.420, -0.916, -3.721], [1.995, -1.934, -3.764], [1.909, -0.300, -4.479], [2.259, -0.282, -2.323], [2.438, 0.800, -2.446], [3.323, -0.808, -1.342], [2.875, -1.005, -0.353], [3.784, -1.745, -1.704], [4.132, -0.067, -1.217], [0.216, -2.268, -2.536], [-0.139, -1.218, -2.403], [-1.195, 1.683, -3.363], [-1.930, 1.436, -2.586], [-1.043, 2.747, -3.580], [-0.514, 0.727, -4.015], [0.220, 1.014, -4.782], [-0.660, -0.748, -3.786], [-1.718, -1.049, -3.893], [-0.100, -1.311, -4.559], [-1.592, -3.548, 5.009], [-2.358, -2.327, 4.468], [-3.268, -2.763, 3.316], [-3.208, -1.726, 5.598], [-1.545, -1.436, 4.044], [-0.135, -0.990, 3.426], [-0.234, -0.871, 1.823], [0.255, 0.432, 4.053], [-0.077, 1.445, 4.754], [-1.431, 1.995, 4.268], [-0.176, 1.042, 6.235], [1.001, 2.528, 4.592], [0.984, -2.079, 3.826], [2.150, -2.442, 4.214], [2.988, -2.879, 2.998], [2.860, -1.298, 4.968], [2.002, -3.635, 5.171], [-2.299, -4.324, 5.375], [-0.936, -3.250, 5.853], [-0.965, -4.002, 4.211], [-4.010, -3.515, 3.660], [-3.816, -1.890, 2.900], [-2.656, -3.224, 2.517], [-2.567, -1.422, 6.452], [-3.761, -0.832, 5.237], [-3.946, -2.469, 5.970], [-2.228, 1.229, 4.375], [-1.726, 2.889, 4.860], [-1.371, 2.286, 3.200], [0.796, 0.657, 6.605], [-0.464, 1.915, 6.860], [-0.939, 0.250, 6.372], [1.989, 2.144, 4.927], [1.087, 2.835, 3.528], [0.750, 3.426, 5.197], [3.129, -2.052, 2.278], [3.994, -3.223, 3.320], [2.487, -3.715, 2.462], [2.270, -0.998, 5.857], [3.864, -1.626, 5.315], [3.002, -0.406, 4.330], [1.410, -3.348, 6.066], [1.491, -4.482, 4.664], [2.999, -3.986, 5.516]], "total_energy_ha": -1892.74616, "largest_force_ev_per_a": 6.428, "e_homo_ev": [-8.0, -8.0]}